1.
Below is a molecular structure, C11H15N2O13P2Pd at a distorted geometry, with properties calculated with ωB97M-V with the def2-TZVPD basis set.

Structure (XYZ):
```
44
Properties=species:S:1:pos:R:3
Pd 0.75 0.89 1.32
C -0.08 3.76 -2.00
C 0.13 3.78 -0.49
O 0.13 5.15 -0.02
P 1.82 3.24 -0.06
O 2.66 4.57 -0.33
O 2.30 2.28 -1.21
O 2.03 2.70 1.32
P -1.25 2.84 0.36
O -2.29 4.13 0.48
O -1.79 1.83 -0.57
O -0.89 2.53 1.79
H 0.70 4.34 -2.50
H -1.05 4.19 -2.24
H -0.07 2.73 -2.37
H -0.78 5.33 0.25
H 2.12 5.33 -0.06
H 2.73 1.49 -0.82
H -2.48 4.23 1.42
O 5.23 -0.90 0.38
C 4.11 -0.51 0.53
O 3.29 0.34 0.40
C 2.95 -2.35 1.40
O 3.81 -3.13 1.65
O 1.82 -2.01 1.32
O 0.88 -5.34 -2.10
C -0.50 -5.20 -1.84
N -0.60 -4.06 -0.97
C -1.82 -3.64 -0.55
O -2.84 -4.21 -0.90
C -1.83 -2.47 0.37
C -2.94 -2.25 1.17
C -2.94 -1.18 2.04
C -1.83 -0.35 2.08
N -0.75 -0.56 1.32
C -0.77 -1.58 0.46
H 1.02 -6.09 -2.68
H -0.91 -6.09 -1.36
H -1.07 -5.01 -2.76
H 0.25 -3.70 -0.58
H -3.78 -2.93 1.09
H -3.78 -0.97 2.68
H -1.78 0.52 2.71
H 0.11 -1.67 -0.16
```

Calculated values
HOMO-LUMO gap (spin up / spin down): 4.015 / 4.014 eV
Charge: -1
DFT total energy: -63312.0821 eV
Highest occupied orbital energy (spin up / spin down): -2.600 / -2.600 eV



2.
Below is C22H27N3O8S in the gas phase at a distorted geometry, with properties calculated with ωB97M-V with the def2-TZVPD basis set.

Structure (XYZ):
```
61
Properties=species:S:1:pos:R:3
C -1.83 -1.67 -3.96
O -2.21 -2.49 -2.88
C -2.62 -1.90 -1.73
C -2.73 -0.52 -1.54
C -3.10 -0.03 -0.31
C -3.36 -0.87 0.76
C -3.55 -0.28 2.14
N -2.23 0.12 2.60
C -1.71 1.33 2.36
O -2.33 2.36 2.11
C -0.18 1.30 2.30
O 0.43 0.24 2.33
N 0.35 2.52 2.15
C 1.63 2.73 1.52
C 1.40 3.11 0.04
O 0.89 4.43 -0.01
C -0.15 4.45 -0.98
C -0.74 3.04 -0.89
N 0.44 2.23 -0.60
S 1.07 1.41 -1.94
O 1.88 2.30 -2.74
O -0.04 0.78 -2.59
C 2.09 0.21 -1.13
C 3.47 0.33 -1.15
C 4.21 -0.61 -0.46
C 3.61 -1.65 0.24
O 4.49 -2.48 0.85
C 4.07 -3.45 1.79
C 2.20 -1.77 0.22
O 1.63 -2.83 0.87
C 0.23 -2.83 1.02
C 1.46 -0.82 -0.46
C -3.28 -2.24 0.56
C -2.93 -2.75 -0.67
H -1.06 -0.95 -3.67
H -1.44 -2.35 -4.72
H -2.70 -1.14 -4.37
H -2.50 0.16 -2.34
H -3.17 1.04 -0.17
H -3.97 -1.00 2.84
H -4.17 0.62 2.11
H -1.55 -0.61 2.71
H -0.32 3.28 2.07
H 2.17 3.54 2.01
H 2.19 1.79 1.58
H 2.36 3.05 -0.51
H -0.84 5.24 -0.70
H 0.27 4.64 -1.97
H -1.19 2.69 -1.82
H -1.45 2.96 -0.07
H 3.93 1.13 -1.70
H 5.29 -0.56 -0.44
H 3.50 -4.25 1.31
H 4.99 -3.86 2.20
H 3.48 -3.00 2.59
H -0.11 -1.91 1.50
H 0.02 -3.68 1.67
H -0.29 -2.97 0.07
H 0.39 -0.85 -0.50
H -3.49 -2.92 1.38
H -2.86 -3.82 -0.83
```

Calculated values
SMILES: COc1ccc(CNC(=O)C(=O)NC[C@@H]2OCCN2S(=O)(=O)c2ccc(OC)c(OC)c2)cc1
HOMO-LUMO gap: 9.076 eV
Energy above the lowest of the compared OMol25 structures with the same formula, charge and spin: 55.0 kcal/mol
Charge: 0
DFT total energy: -54937.1722 eV
Highest occupied orbital energy: -8.463 eV



3.
Below is 7 unconnected molecules or ions with the total composition C21H27F6O21PS at a distorted geometry, with properties calculated with ωB97M-V with the def2-TZVPD basis set.

Structure (XYZ):
```
77
Properties=species:S:1:pos:R:3
O 2.87 -3.42 -2.79
C 2.68 -2.46 -2.06
O 1.61 -1.60 -2.18
C 1.69 -0.72 -1.08
C 3.13 -0.78 -0.72
F 3.30 -0.60 0.61
O 3.50 -2.10 -1.04
H 1.03 -1.08 -0.28
H 1.37 0.29 -1.36
H 3.76 -0.07 -1.27
O -1.14 -7.36 -4.59
C -0.16 -6.73 -4.95
O 0.81 -6.27 -4.10
C 1.83 -5.72 -4.91
C 1.09 -5.38 -6.16
F 1.90 -5.49 -7.24
O 0.10 -6.38 -6.24
H 2.61 -6.46 -5.07
H 2.27 -4.84 -4.44
H 0.62 -4.39 -6.15
O -5.47 1.47 7.17
C -4.45 1.81 6.59
O -4.43 2.27 5.30
C -3.10 2.69 5.05
C -2.32 1.91 6.05
F -1.23 2.59 6.46
O -3.21 1.79 7.14
H -3.03 3.77 5.21
H -2.80 2.47 4.02
H -2.03 0.91 5.71
O 1.77 9.01 -2.08
C 1.57 8.20 -1.19
O 0.56 7.28 -1.20
C 0.75 6.47 -0.06
C 1.54 7.35 0.84
F 2.38 6.63 1.62
O 2.32 8.12 -0.05
H 1.30 5.56 -0.34
H -0.21 6.18 0.38
H 0.93 8.01 1.47
O -1.01 -3.63 10.15
C -1.45 -2.75 9.43
O -2.63 -2.09 9.66
C -2.71 -1.07 8.69
C -1.82 -1.57 7.61
F -1.22 -0.55 6.96
O -0.83 -2.30 8.31
H -2.35 -0.13 9.13
H -3.74 -0.93 8.35
H -2.31 -2.23 6.89
O 4.66 -6.48 -6.68
C 5.15 -5.67 -7.43
O 6.08 -5.97 -8.40
C 6.28 -4.78 -9.14
C 5.88 -3.72 -8.17
F 5.35 -2.66 -8.82
O 4.85 -4.34 -7.42
H 5.66 -4.80 -10.04
H 7.33 -4.69 -9.44
H 6.68 -3.39 -7.50
O -0.94 4.23 1.19
S -1.03 2.72 0.80
O -1.31 1.92 2.11
O 0.51 2.19 0.19
C -2.26 2.38 -0.58
C -3.66 1.67 -0.09
C -4.71 2.88 0.28
P -6.51 2.28 0.59
H 0.95 1.58 0.85
H -2.50 3.42 -1.09
H -1.74 1.68 -1.40
H -4.10 1.12 -1.06
H -3.53 0.86 0.74
H -4.26 3.50 1.19
H -4.74 3.60 -0.68
H -7.21 3.47 1.06
H -6.51 1.29 1.65
```

Calculated values
SMILES: O=C1OC[C@@H](F)O1.O=C1OC[C@@H](F)O1.O=C1OC[C@@H](F)O1.O=C1OC[C@@H](F)O1.O=C1OC[C@@H](F)O1.O=C1OC[C@@H](F)O1.O=S(=O)(O)CCCP
HOMO-LUMO gap: 8.734 eV
Charge: 0
DFT total energy: -101637.2091 eV
Highest occupied orbital energy: -9.472 eV



4.
Below is C2H4FNO in the gas phase at a distorted geometry, with properties calculated with ωB97M-V with the def2-TZVPD basis set.

Structure (XYZ):
```
9
Properties=species:S:1:pos:R:3
N 0.57 1.23 0.04
C 0.65 -0.09 -0.02
O 1.67 -0.80 -0.11
C -0.68 -0.86 0.07
F -1.66 0.10 -0.13
H 1.37 1.78 -0.03
H -0.40 1.57 -0.15
H -0.70 -1.61 -0.71
H -0.82 -1.33 1.03
```

Calculated values
SMILES: NC(=O)CF
HOMO-LUMO gap: 10.844 eV
Energy above the lowest of the compared OMol25 structures with the same formula, charge and spin: 4.2 kcal/mol
Charge: 0
DFT total energy: -8394.0631 eV
Highest occupied orbital energy: -9.930 eV